a | {"formula": "C4H4O4", "method": "ωB97M-V/def2-TZVPD", "symbols": ["O", "C", "C", "C", "O", "C", "O", "O", "H", "H", "H", "H"], "xyz": [[-2.25, -1.58, -1.49], [-1.67, -0.41, -0.94], [-0.66, -0.54, 0.16], [0.76, -0.99, -0.17], [1.52, 0.10, -0.28], [1.10, 1.01, 0.72], [1.61, 1.95, 1.37], [-0.30, 0.66, 0.70], [-2.19, 0.66, -1.23], [-1.26, -1.13, 0.70], [1.11, -1.74, 0.62], [0.63, -1.28, -1.15]], "mulliken_charge": [-0.495, -0.230, 0.365, -0.319, -0.318, 0.633, -0.485, -0.362, 0.284, 0.277, 0.300, 0.351], "homo_lumo_gap_ev": 10.01, "homo_ev": -10.69, "smiles": "O=C[C@H]1COC(=O)O1"}

=====

b | {"formula": "C4H4O4", "method": "ωB97M-V/def2-TZVPD", "symbols": ["C", "C", "C", "C", "O", "O", "O", "O", "H", "H", "H", "H"], "xyz": [[-0.62, -0.83, -0.18], [-1.15, 0.25, -1.03], [-0.17, 2.39, -0.53], [0.47, -0.77, 0.57], [0.53, 3.33, -0.55], [-0.52, 1.36, -1.11], [0.98, -1.88, 1.25], [1.30, 0.37, 0.62], [-0.98, -1.92, -0.27], [-2.13, 0.11, -1.60], [0.31, -2.53, 1.59], [1.97, 0.12, 1.24]], "mulliken_charge": [-0.243, -0.169, 0.235, 0.547, -0.347, -0.163, -0.549, -0.457, 0.151, 0.325, 0.339, 0.330], "homo_lumo_gap_ev": [7.20, 7.36], "homo_ev": [-7.02, -7.10]}

=====

What should be chosen as the least stable of them? Choose b.

=====

a | {"formula": "C4H12NO2", "method": "ωB97M-V/def2-TZVPD", "symbols": ["C", "C", "C", "C", "N", "H", "H", "H", "H", "H", "H", "H", "H", "H", "H", "O", "H", "H", "O"], "xyz": [[-1.11, 0.16, 2.05], [-0.63, -0.78, 0.98], [-0.01, -1.93, 1.25], [-1.11, 0.68, -0.82], [-0.41, -0.26, -0.34], [-0.72, 1.17, 1.89], [-0.77, -0.23, 3.01], [-2.19, 0.28, 2.14], [0.45, -2.45, 0.42], [0.08, -2.35, 2.24], [-1.10, 0.94, -1.87], [-1.81, 1.29, -0.25], [0.43, -0.58, -0.84], [1.29, 2.24, 1.24], [2.35, 2.44, 0.15], [1.45, 2.15, 0.29], [1.62, -1.21, -3.25], [0.90, 0.14, -3.18], [1.02, -0.69, -2.71]], "mulliken_charge": [-1.321, 0.858, -0.894, -0.185, 0.120, 0.312, 0.365, 0.346, 0.283, 0.290, 0.208, 0.276, 0.349, 0.310, 0.312, -0.598, 0.299, 0.300, -0.630], "homo_lumo_gap_ev": 9.51, "homo_ev": -14.20, "total_charge": 1}

=====

b | {"formula": "C4H12NO2", "method": "ωB97M-V/def2-TZVPD", "symbols": ["O", "C", "C", "C", "C", "N", "H", "H", "H", "H", "H", "H", "H", "H", "H", "H", "H", "H", "O"], "xyz": [[-2.64, 1.42, -0.04], [-1.70, 1.41, 0.72], [-0.69, 0.25, 0.67], [0.75, 0.77, 0.78], [1.51, 0.97, -0.52], [-0.99, -0.48, -0.58], [-1.57, 2.23, 1.43], [-0.91, -0.37, 1.54], [1.30, 0.22, 1.54], [0.67, 1.74, 1.26], [1.36, 1.97, -0.93], [2.58, 0.89, -0.33], [1.30, 0.24, -1.31], [-0.67, 0.07, -1.38], [-1.98, -0.67, -0.65], [-0.40, -1.35, -0.63], [0.60, -3.61, -1.14], [1.15, -2.74, 0.03], [0.34, -2.97, -0.46]], "mulliken_charge": [-0.442, -0.017, 0.019, -0.525, -1.333, -0.232, 0.395, 0.326, 0.429, 0.331, 0.355, 0.345, 0.398, 0.390, 0.394, 0.196, 0.331, 0.343, -0.703], "homo_lumo_gap_ev": 11.19, "homo_ev": -14.64, "total_charge": 1}

=====

c | {"formula": "C4H12NO2", "method": "ωB97M-V/def2-TZVPD", "symbols": ["O", "C", "C", "C", "C", "N", "H", "H", "H", "H", "H", "H", "H", "H", "H", "H", "H", "H", "O"], "xyz": [[-1.09, 2.34, -0.46], [-0.84, 1.28, -1.03], [-0.28, 0.11, -0.32], [1.06, -0.56, -0.96], [0.77, -1.23, -2.36], [0.10, 0.84, 1.02], [-0.83, 1.16, -2.20], [-1.05, -0.81, -0.14], [1.84, 0.29, -0.86], [1.31, -1.55, -0.24], [-0.20, -0.86, -2.88], [0.37, -2.27, -2.30], [1.56, -1.01, -2.99], [0.20, 0.29, 1.80], [0.91, 1.38, 0.85], [-0.68, 1.53, 1.12], [-0.36, -0.37, 4.53], [-1.90, -0.43, 3.73], [-0.88, -0.12, 3.72]], "mulliken_charge": [-0.486, 0.283, -0.186, -0.385, -1.101, -0.280, 0.286, 0.304, 0.368, 0.263, 0.285, 0.359, 0.337, 0.249, 0.338, 0.365, 0.330, 0.344, -0.674], "homo_lumo_gap_ev": 10.95, "homo_ev": -14.93, "total_charge": 1}

=====

What should be chosen as the least stable of them? Choose c.

=====

a | {"formula": "C4H12NO2", "method": "ωB97M-V/def2-TZVPD", "symbols": ["C", "C", "O", "C", "N", "C", "O", "H", "H", "H", "H", "H", "H", "H", "H", "H", "H", "H", "H"], "xyz": [[0.33, 0.57, 1.88], [-0.64, 0.81, 0.77], [-1.81, 0.39, 1.41], [-0.28, -0.13, -0.47], [-0.36, -1.66, -0.36], [1.13, 0.26, -1.27], [1.06, -0.34, -2.56], [0.74, 1.62, 2.09], [1.26, -0.06, 1.63], [-0.18, 0.16, 2.82], [-0.60, 1.81, 0.23], [-2.48, 1.07, 1.51], [-1.04, 0.14, -1.28], [0.46, -2.11, -0.18], [-0.84, -2.04, -1.20], [-0.99, -1.90, 0.56], [2.07, -0.13, -0.74], [0.95, 1.29, -1.58], [1.21, 0.23, -3.26]], "mulliken_charge": [-1.118, 0.356, -0.536, -0.621, -0.222, -0.388, -0.511, 0.291, 0.271, 0.340, 0.422, 0.326, 0.287, 0.351, 0.380, 0.415, 0.255, 0.388, 0.314], "homo_lumo_gap_ev": 10.87, "homo_ev": -14.34, "total_charge": 1, "smiles": "C[C@H](O)[C@H]([NH3+])CO"}

=====

b | {"formula": "C4H12NO2", "method": "ωB97M-V/def2-TZVPD", "symbols": ["O", "C", "C", "N", "C", "C", "H", "H", "H", "H", "H", "H", "H", "H", "H", "H", "H", "H", "O"], "xyz": [[-0.48, -2.04, -1.00], [-1.29, -1.71, -0.19], [-1.46, -0.27, 0.28], [-0.30, 0.58, -0.16], [0.99, 0.19, 0.51], [1.00, 0.70, 1.95], [-1.93, -2.37, 0.41], [-2.38, 0.21, -0.04], [-1.64, -0.20, 1.35], [-0.40, 1.57, 0.00], [-0.22, 0.32, -1.17], [1.81, 0.62, -0.06], [1.11, -0.89, 0.46], [0.39, 0.08, 2.59], [0.62, 1.73, 1.92], [1.99, 0.85, 2.38], [0.93, -0.55, -3.12], [0.62, 0.92, -3.42], [0.64, 0.26, -2.69]], "mulliken_charge": [-0.406, 0.153, -0.665, -0.153, -0.432, -1.119, 0.336, 0.424, 0.390, 0.364, 0.395, 0.393, 0.329, 0.322, 0.325, 0.372, 0.299, 0.299, -0.626], "homo_lumo_gap_ev": 11.47, "homo_ev": -14.77, "total_charge": 1}

=====

c | {"formula": "C4H12NO2", "method": "ωB97M-V/def2-TZVPD", "symbols": ["O", "C", "C", "N", "C", "C", "H", "H", "H", "H", "H", "H", "H", "H", "H", "H", "H", "H", "O"], "xyz": [[-2.69, -1.77, 0.43], [-1.58, -2.09, 0.10], [-0.56, -1.00, -0.23], [-0.84, 0.14, 0.67], [-0.14, 1.48, 0.53], [-0.76, -0.60, -1.71], [-1.29, -3.15, 0.03], [0.47, -1.34, -0.13], [-1.85, 0.30, 0.69], [-0.63, -0.20, 1.61], [0.93, 1.32, 0.68], [-0.41, 2.01, 1.44], [-0.46, 1.94, -0.38], [-1.82, -0.67, -1.98], [-0.24, -1.26, -2.41], [-0.37, 0.40, -1.88], [3.95, 1.23, 1.58], [4.55, 1.63, 0.24], [3.73, 1.62, 0.73]], "mulliken_charge": [-0.422, -0.117, 0.266, -0.245, -0.950, -1.313, 0.407, 0.370, 0.408, 0.383, 0.378, 0.363, 0.371, 0.347, 0.382, 0.364, 0.320, 0.326, -0.639], "homo_lumo_gap_ev": 11.13, "homo_ev": -14.72, "total_charge": 1}

=====

What should be chosen as the least stable of them? Choose a.

=====

a | {"formula": "C5H9NO2", "method": "ωB97M-V/def2-TZVPD", "symbols": ["C", "C", "C", "C", "C", "O", "O", "N", "H", "H", "H", "H", "H", "H", "H", "H", "H"], "xyz": [[-1.42, -0.77, 0.80], [2.14, 0.44, -1.30], [0.81, -0.51, 0.65], [0.91, 0.26, -0.46], [-0.37, 0.73, -0.83], [-2.60, 0.01, 0.76], [-0.98, 1.73, -0.17], [1.28, -1.50, 1.25], [-2.78, 0.35, 1.65], [-1.94, 1.52, -0.10], [1.03, -1.62, 2.22], [-1.52, -1.62, 0.14], [-1.19, -1.06, 1.82], [-0.74, 0.57, -1.85], [2.86, -0.37, -1.13], [2.65, 1.39, -1.10], [1.86, 0.45, -2.35]], "mulliken_charge": [-0.621, -1.329, 0.311, 0.493, -0.132, -0.584, -0.426, -0.665, 0.323, 0.430, 0.256, 0.291, 0.403, 0.263, 0.354, 0.289, 0.342], "homo_lumo_gap_ev": [7.94, 7.95], "homo_ev": [-7.64, -7.64]}

=====

b | {"formula": "C5H9NO2", "method": "ωB97M-V/def2-TZVPD", "symbols": ["C", "C", "O", "C", "N", "C", "C", "O", "H", "H", "H", "H", "H", "H", "H", "H", "H"], "xyz": [[1.64, 0.14, 1.14], [0.97, -0.19, -0.18], [0.75, -1.70, -0.35], [-0.42, 0.36, -0.31], [-0.65, 1.69, 0.15], [-1.33, -0.34, -1.36], [-1.38, -0.78, 0.03], [-2.06, -1.21, 0.92], [2.61, -0.33, 1.20], [1.75, 1.22, 1.22], [1.02, -0.19, 1.97], [1.59, 0.06, -1.05], [0.62, -2.11, 0.52], [-1.59, 1.80, 0.51], [-0.47, 2.37, -0.58], [-0.85, -0.99, -2.09], [-2.19, 0.20, -1.74]], "mulliken_charge": [-1.372, 0.111, -0.604, 0.510, -0.534, -0.787, 0.435, -0.570, 0.390, 0.343, 0.349, 0.319, 0.343, 0.261, 0.255, 0.241, 0.310], "homo_lumo_gap_ev": 9.68, "homo_ev": -8.79, "smiles": "C[C@@H](O)[C@@]1(N)CC1=O"}

=====

What should be chosen as the least stable of them? Choose a.

=====

a | {"formula": "C5H9NO2", "method": "ωB97M-V/def2-TZVPD", "symbols": ["H", "N", "C", "C", "O", "H", "H", "H", "H", "C", "C", "C", "O", "H", "H", "H", "H"], "xyz": [[-1.15, 1.92, -0.90], [-0.70, 1.29, -0.25], [-1.35, 0.23, 0.00], [-2.79, -0.03, -0.38], [-0.93, -0.52, 1.07], [-3.44, 0.08, 0.49], [-2.91, -1.04, -0.77], [-3.13, 0.69, -1.13], [-1.57, -1.21, 1.28], [2.44, 0.78, 0.16], [2.00, -0.63, 0.41], [2.06, -1.60, -0.46], [2.35, -2.51, -1.15], [3.07, 1.13, 0.97], [3.00, 0.85, -0.77], [1.55, 1.41, 0.08], [1.51, -0.84, 1.35]], "mulliken_charge": [0.183, -0.529, 0.729, -1.223, -0.460, 0.330, 0.333, 0.345, 0.306, -0.820, -0.507, 0.674, -0.438, 0.260, 0.315, 0.197, 0.307], "homo_lumo_gap_ev": 8.64, "homo_ev": -8.16, "smiles": "[H]/N=C(\\C)O.CC=C=O"}

=====

b | {"formula": "C5H9NO2", "method": "ωB97M-V/def2-TZVPD", "symbols": ["C", "C", "C", "C", "C", "H", "H", "H", "H", "H", "H", "H", "H", "H", "N", "O", "O"], "xyz": [[0.86, 0.32, 0.10], [0.92, 0.75, 1.53], [-0.42, 0.38, 0.93], [-0.87, -0.99, -0.73], [-0.13, 0.31, -1.14], [2.54, -0.91, 0.45], [0.94, -1.76, 0.35], [1.07, 1.77, 1.77], [1.34, 0.16, 2.56], [-1.18, 1.08, 0.84], [-2.02, -1.45, -1.25], [-0.06, -1.98, -0.94], [0.36, 0.00, -2.18], [-0.37, 2.36, -0.87], [1.58, -0.94, 0.04], [-0.91, -0.96, 0.76], [-1.06, 1.30, -1.40]], "mulliken_charge": [0.139, -0.597, -0.116, -0.637, 0.177, 0.275, 0.228, 0.260, 0.218, 0.425, 0.261, 0.255, 0.317, 0.388, -0.530, -0.447, -0.615], "homo_lumo_gap_ev": 8.07, "homo_ev": -8.32}

=====

What should be chosen as the least stable of them? Choose b.

=====

a | {"formula": "C5H9NO2", "method": "ωB97M-V/def2-TZVPD", "symbols": ["C", "C", "C", "N", "H", "H", "H", "H", "H", "H", "O", "C", "O", "C", "H", "H", "H"], "xyz": [[1.95, -0.49, 0.99], [2.04, -1.36, 0.01], [0.83, 1.39, 1.86], [1.04, 0.59, 0.91], [2.53, -0.55, 1.90], [1.43, -1.27, -0.88], [2.73, -2.18, 0.10], [0.09, 2.16, 1.73], [1.38, 1.31, 2.79], [0.38, 0.63, -0.07], [-0.34, 0.53, -1.13], [-1.50, 0.16, -0.71], [-1.81, 0.07, 0.48], [-2.51, -0.17, -1.79], [-3.50, -0.27, -1.35], [-2.50, 0.59, -2.57], [-2.25, -1.12, -2.25]], "mulliken_charge": [0.073, -0.764, -0.182, 0.030, 0.269, 0.284, 0.258, 0.261, 0.220, 0.355, -0.781, 0.817, -0.665, -1.011, 0.301, 0.280, 0.256], "homo_lumo_gap_ev": 8.59, "homo_ev": -8.91}

=====

b | {"formula": "C5H9NO2", "method": "ωB97M-V/def2-TZVPD", "symbols": ["C", "C", "C", "C", "C", "H", "H", "H", "H", "H", "H", "H", "H", "H", "N", "O", "O"], "xyz": [[-2.04, -1.12, 1.39], [-0.52, -0.30, -0.17], [0.72, -0.56, 0.38], [0.22, 0.79, 0.57], [0.67, 1.81, -0.51], [-0.71, -0.89, 2.12], [-2.35, -2.69, 1.27], [-3.31, -0.49, 1.75], [-2.62, -1.05, -0.46], [-0.45, -0.25, -1.29], [0.90, -1.02, 1.51], [1.79, -0.46, -1.42], [-0.03, 1.07, 1.54], [0.38, 2.89, -0.56], [-1.85, -0.58, 0.10], [1.85, -0.98, -0.46], [1.28, 1.39, -1.44]], "mulliken_charge": [-0.698, -0.496, 0.203, -0.065, -0.079, 0.132, 0.195, 0.228, 0.340, 0.264, 0.081, 0.414, 0.389, 0.361, -0.181, -0.571, -0.517], "homo_lumo_gap_ev": 8.76, "homo_ev": -8.39}

=====

c | {"formula": "C5H9NO2", "method": "ωB97M-V/def2-TZVPD", "symbols": ["C", "C", "C", "C", "C", "H", "H", "H", "H", "H", "H", "H", "H", "H", "N", "O", "O"], "xyz": [[0.88, 0.23, 0.88], [1.16, -1.17, 0.25], [-1.20, -0.76, 0.14], [-1.44, 0.64, -0.39], [-0.79, 0.49, 1.06], [0.61, 1.76, -0.41], [1.41, 0.23, 1.95], [2.08, -1.54, -0.33], [1.36, -1.84, 0.97], [-0.06, -2.52, -0.10], [-2.18, -1.09, 0.56], [-2.48, 1.10, -0.56], [0.18, 0.15, -1.65], [-1.29, 0.90, 1.94], [-0.03, -1.48, -0.45], [1.59, 1.10, 0.04], [-0.49, 0.98, -1.39]], "mulliken_charge": [0.122, -0.915, -0.122, -0.032, -0.565, 0.476, 0.319, 0.336, 0.481, 0.375, 0.311, 0.322, 0.450, 0.345, -0.568, -0.674, -0.661], "homo_lumo_gap_ev": 9.70, "homo_ev": -8.96}

=====

What should be chosen as the least stable of them? Choose b.